Computed, not measured: an isolated molecule of C19H21NO5, with ωB97M-V/def2-TZVPD.

Last column: Mulliken charge in e.
Geometry (Å):
C1 -4.55640 -2.75381 -0.88574  -0.815
H1 -3.70822 -3.43199 -0.74779  0.319
O1 -4.41228 -1.58422 -0.11779  -0.460
C2 -3.33296 -0.78385 -0.35864  0.372
C3 -2.35738 -1.01851 -1.31374  -0.676
C4 -1.30381 -0.12824 -1.45726  -0.886
C5 -1.20460 0.99433 -0.65634  -0.462
C6 -2.20033 1.23775 0.31128  1.390
C7 -3.24942 0.35306 0.45066  -0.356
H2 -4.02882 0.49928 1.17961  0.475
O2 -2.03163 2.37258 1.06559  -0.467
C8 -2.98689 2.65771 2.05810  -0.975
H3 -2.65757 3.58393 2.52726  0.248
H4 -3.98123 2.80453 1.62568  0.368
H5 -3.03058 1.86522 2.81124  0.386
N1 -0.14966 1.91054 -0.72165  0.053
C9 1.01531 1.79300 -1.40086  0.462
O3 1.23933 0.97471 -2.26916  -0.650
C10 2.05625 2.83313 -0.99282  -1.030
C11 2.62178 2.55426 0.40640  -0.962
C12 2.96637 1.08222 0.64595  0.183
C13 3.85609 0.45313 -0.43118  -0.593
H6 4.80836 0.97984 -0.51001  0.252
O4 4.16323 -0.87950 -0.07986  -0.463
C14 3.04391 -1.60811 0.23440  0.435
C15 3.10785 -2.99412 0.18396  -0.719
C16 1.98751 -3.75291 0.46303  -0.442
C17 0.79027 -3.13239 0.78211  -0.745
C18 0.72056 -1.75500 0.85643  -0.574
C19 1.84721 -0.98537 0.59728  0.646
O5 1.74197 0.37325 0.72895  -0.250
H7 -0.19711 -1.24978 1.11286  0.461
H8 -0.09105 -3.72188 0.98338  0.418
H9 2.04718 -4.82959 0.41920  0.381
H10 4.04685 -3.45208 -0.08338  0.444
H11 3.33245 0.46620 -1.39406  0.379
H12 3.49045 0.98730 1.61302  0.453
H13 1.88730 2.83203 1.16545  0.417
H14 3.51722 3.15781 0.56275  0.480
H15 2.85748 2.80445 -1.73201  0.360
H16 1.60914 3.82872 -1.00853  0.404
H17 -0.21041 2.62148 -0.00592  0.272
H18 -0.53880 -0.31540 -2.19102  0.487
H19 -2.39262 -1.88524 -1.95240  0.401
H20 -5.46450 -3.23388 -0.52404  0.250
H21 -4.66779 -2.52456 -1.95036  0.329

Relative energy (zero: lowest compared OMol25 entry of this formula, charge and spin) in kJ/mol: 204.0
HOMO energy in eV: -7.70
Kohn-Sham gap in eV: 8.34
E_tot in eV: -31771.0503
Net charge: 0